1.
{
  "formula": "C33H47BrN7O9P2STc",
  "method": "wB97M-V/def2-TZVPD",
  "multiplicity": 4,
  "molar_mass_g_mol": 957.698,
  "total_charge": 1,
  "de_lowest_kj_mol": 121.8,
  "largest_force_ev_per_a": 3.37,
  "e_lumo_ev": [-3.542, -4.633],
  "e_homo_ev": [-10.3, -10.3],
  "symbols": ["Tc", "Br", "S", "P", "P", "O", "O", "O", "O", "O", "O", "O", "O", "O", "N", "N", "N", "N", "N", "N", "N", "C", "C", "C", "C", "C", "C", "C", "C", "C", "C", "C", "C", "C", "C", "C", "C", "C", "C", "C", "C", "C", "C", "C", "C", "C", "C", "C", "C", "C", "C", "C", "C", "C", "H", "H", "H", "H", "H", "H", "H", "H", "H", "H", "H", "H", "H", "H", "H", "H", "H", "H", "H", "H", "H", "H", "H", "H", "H", "H", "H", "H", "H", "H", "H", "H", "H", "H", "H", "H", "H", "H", "H", "H", "H", "H", "H", "H", "H", "H", "H"],
  "positions_angstrom": [[0.033, -0.496, -0.161], [2.149, 0.445, 0.994], [2.153, -2.140, -2.033], [-1.181, 0.398, 3.526], [-1.089, 2.487, 1.537], [1.979, -0.892, -2.743], [1.943, -3.345, -2.775], [-0.912, -4.131, 1.355], [-1.210, 2.013, 3.040], [-1.029, 1.399, 0.533], [-1.383, -0.761, -1.506], [-3.229, -2.156, -2.804], [-0.746, -1.954, 0.905], [-0.093, -0.287, 2.836], [-0.211, 0.857, -2.641], [0.328, 3.396, 1.568], [-2.468, 3.380, 1.289], [-0.929, 0.527, 5.145], [1.091, -2.098, -0.757], [0.614, 0.825, -1.586], [-2.757, -0.075, 3.307], [-2.966, -1.409, 2.770], [6.100, -1.502, -1.741], [-2.280, -0.098, -3.622], [2.502, 1.733, -0.436], [3.500, 2.627, -0.263], [0.877, 3.921, 2.804], [4.504, 6.030, -1.380], [5.445, -2.499, 0.332], [0.472, 4.304, 0.445], [-3.793, 0.874, 2.952], [-3.567, 1.152, -5.231], [4.620, 5.879, -2.753], [-2.784, 4.456, 2.203], [4.132, -2.560, -0.099], [1.597, 1.668, -1.524], [7.851, -1.905, 0.026], [0.421, 0.436, 5.654], [-1.900, 1.048, 6.077], [4.152, 4.951, -0.596], [-4.409, -0.938, -4.421], [3.884, 3.701, -1.166], [-4.547, 0.169, -5.231], [3.811, -2.095, -1.360], [-3.287, -1.079, -3.599], [4.389, 4.637, -3.328], [6.447, -1.973, -0.479], [-2.442, 1.011, -4.437], [-1.048, -0.332, -2.762], [4.789, -1.566, -2.182], [-3.051, 3.519, -0.027], [0.696, -3.390, -0.275], [4.022, 3.556, -2.547], [-0.440, -3.186, 0.774], [0.314, -4.018, -1.090], [-5.426, 0.278, -5.849], [0.447, -0.253, 6.500], [-2.432, 5.423, 1.834], [-3.681, 2.032, -5.845], [-2.896, 0.968, 5.652], [1.749, 2.382, -2.328], [-0.040, 3.878, -0.416], [0.049, 5.294, 0.663], [1.940, 4.110, 2.658], [-4.138, 3.530, 0.069], [-1.855, 0.463, 6.998], [0.762, 3.188, 3.596], [5.699, -2.864, 1.316], [1.522, -3.932, 0.204], [-3.907, -1.806, 3.158], [-3.629, 1.820, 3.466], [-3.867, 4.500, 2.330], [1.527, 4.429, 0.196], [8.519, -1.475, -0.714], [-2.151, -2.051, 3.089], [4.026, 2.605, 0.680], [7.887, -1.294, 0.926], [-2.324, 4.250, 3.165], [-5.158, -1.713, -4.386], [-3.821, 1.063, 1.873], [4.048, 5.073, 0.471], [-3.003, -1.413, 1.676], [0.395, 4.856, 3.108], [1.064, 0.059, 4.865], [-1.696, 2.096, 6.322], [4.699, 6.984, -0.917], [0.790, 1.410, 5.986], [3.892, 2.587, -3.006], [-2.764, 2.665, -0.636], [-0.421, -1.122, -3.247], [0.215, 1.155, -3.516], [-2.734, 4.444, -0.518], [-1.692, 1.787, -4.451], [3.370, -2.949, 0.555], [4.899, 6.720, -3.368], [-4.753, 0.462, 3.264], [4.509, 4.512, -4.393], [8.213, -2.898, 0.287], [6.859, -1.083, -2.386], [-2.532, -2.031, -2.134], [4.504, -1.200, -3.156]]
}


2.
{
  "formula": "C33H47N2O4PPdSSbSe",
  "method": "wB97M-V/def2-TZVPD",
  "molar_mass_g_mol": 905.930,
  "total_charge": 1,
  "de_lowest_kj_mol": 336.3,
  "largest_force_ev_per_a": 2.82,
  "e_lumo_ev": [-4.568, -4.686],
  "e_homo_ev": [-9.4, -9.3],
  "symbols": ["Sb", "Pd", "Se", "S", "P", "O", "O", "O", "O", "N", "N", "C", "C", "C", "C", "C", "C", "C", "C", "C", "C", "C", "C", "C", "C", "C", "C", "C", "C", "C", "C", "C", "C", "C", "C", "C", "C", "C", "C", "C", "C", "C", "C", "C", "H", "H", "H", "H", "H", "H", "H", "H", "H", "H", "H", "H", "H", "H", "H", "H", "H", "H", "H", "H", "H", "H", "H", "H", "H", "H", "H", "H", "H", "H", "H", "H", "H", "H", "H", "H", "H", "H", "H", "H", "H", "H", "H", "H", "H", "H", "H"],
  "positions_angstrom": [[1.854, -1.609, 1.329], [0.204, 0.195, -0.703], [1.315, 1.412, -2.399], [-1.136, -0.765, 1.487], [-1.939, 1.656, -0.326], [0.472, -2.055, -2.009], [-1.319, -1.256, 0.118], [-0.118, 0.299, 1.580], [-0.887, -1.829, 2.424], [0.075, 3.014, -4.371], [-1.112, 1.232, -3.998], [1.106, 4.008, -4.284], [-0.984, 3.046, -5.231], [0.626, 4.529, 0.957], [-5.194, 2.277, -3.510], [2.292, 0.844, 3.335], [-4.033, 1.994, 1.539], [-4.396, 0.574, 3.452], [3.097, -3.687, -0.663], [-1.286, 3.290, 0.173], [3.005, 0.145, 2.187], [3.505, -2.347, -0.090], [4.394, -0.303, 2.606], [-3.175, 3.044, -2.456], [-2.044, 4.457, 0.193], [1.987, -3.209, 2.928], [-0.134, 5.687, 0.971], [-1.604, -0.040, -3.541], [-1.722, 1.935, -5.002], [-2.613, 0.115, 1.931], [0.055, 3.336, 0.552], [-4.737, 1.681, 2.689], [3.672, -1.267, -1.132], [1.612, -2.680, 4.292], [-5.269, 1.230, -2.602], [-3.323, -0.216, 3.067], [-2.940, 1.217, 1.155], [-4.145, 3.179, -3.435], [-0.002, 1.901, -3.610], [-1.466, 5.649, 0.591], [-3.268, 2.021, -1.516], [0.971, -2.364, -3.303], [1.098, -4.366, 2.527], [-4.315, 1.104, -1.613], [-1.184, -0.295, -2.552], [3.195, -4.476, 0.083], [-2.689, 0.004, -3.450], [-4.082, 3.994, -4.141], [4.319, -1.594, -1.946], [4.954, 0.556, 2.979], [-4.957, 0.330, 4.340], [-4.365, 0.290, -0.901], [1.168, -5.162, 3.269], [-3.013, -1.081, 3.634], [0.613, -2.253, 4.252], [0.312, 6.622, 1.272], [2.317, -1.931, 4.644], [3.041, -3.487, 2.889], [2.825, 1.764, 3.583], [-5.562, 2.311, 2.991], [1.275, 1.103, 3.057], [0.943, 4.748, -5.061], [4.100, -0.365, -0.695], [1.438, -1.459, -3.696], [-6.076, 0.516, -2.664], [2.698, -1.013, -1.562], [4.950, -0.730, 1.777], [-2.353, 3.747, -2.412], [3.060, 0.832, 1.329], [1.603, -3.500, 5.013], [-2.060, 6.551, 0.604], [-3.081, 4.443, -0.112], [0.065, -4.024, 2.489], [-0.260, -2.641, -1.775], [2.088, 3.550, -4.418], [2.259, 0.218, 4.225], [2.061, -3.652, -1.004], [0.183, -2.682, -3.987], [4.338, -1.043, 3.402], [-5.945, 2.383, -4.277], [-1.136, 3.841, -5.932], [0.652, 2.422, 0.541], [3.731, -3.948, -1.512], [-2.612, 1.579, -5.476], [-4.329, 2.842, 0.939], [1.381, -4.779, 1.559], [1.663, 4.558, 1.258], [-1.344, -0.810, -4.271], [4.388, -2.451, 0.535], [1.085, 4.486, -3.304], [1.728, -3.149, -3.246]]
}


3.
{
  "formula": "C33H48BF15NO14S2",
  "method": "wB97M-V/def2-TZVPD",
  "molar_mass_g_mol": 1042.656,
  "total_charge": 1,
  "largest_force_ev_per_a": 4.67,
  "e_lumo_ev": -3.533,
  "e_homo_ev": -12.0,
  "symbols": ["S", "S", "F", "F", "F", "F", "F", "F", "F", "F", "F", "F", "F", "F", "F", "F", "F", "O", "O", "O", "O", "O", "O", "O", "O", "O", "O", "O", "O", "O", "O", "N", "C", "C", "C", "C", "C", "C", "C", "C", "C", "C", "C", "C", "C", "C", "C", "C", "C", "C", "C", "C", "C", "C", "C", "C", "C", "C", "C", "C", "C", "C", "C", "C", "C", "B", "H", "H", "H", "H", "H", "H", "H", "H", "H", "H", "H", "H", "H", "H", "H", "H", "H", "H", "H", "H", "H", "H", "H", "H", "H", "H", "H", "H", "H", "H", "H", "H", "H", "H", "H", "H", "H", "H", "H", "H", "H", "H", "H", "H", "H", "H", "H", "H"],
  "positions_angstrom": [[1.984, 1.039, -4.313], [-3.404, 2.709, 0.885], [7.618, 1.000, 0.538], [0.024, -3.294, -9.654], [-6.299, -3.084, -2.224], [-6.161, -1.197, -3.274], [-0.849, -1.062, 8.780], [-0.214, -0.294, 6.861], [-5.535, -4.611, 6.178], [-6.628, -3.394, 4.781], [-1.046, -1.609, -10.454], [1.247, -0.831, 8.351], [-8.041, -2.251, -3.172], [0.020, -1.426, -8.587], [8.487, -0.817, 1.303], [-5.652, -5.193, 4.105], [8.421, -0.478, -0.820], [-8.350, -0.668, -0.942], [-3.171, -4.025, 5.054], [-6.229, -1.141, -0.371], [10.742, 0.762, 1.366], [0.441, -1.612, -4.018], [-1.097, 1.796, 8.311], [10.206, 1.532, -0.675], [-2.600, -1.631, -7.986], [-4.187, -2.295, 4.047], [0.800, 1.629, 9.504], [-2.372, 1.773, 1.753], [-2.425, -3.807, -8.520], [-4.746, 2.430, 1.385], [-3.057, 4.117, 1.039], [0.833, 0.647, -2.981], [3.218, 3.216, -2.021], [5.705, 2.828, -1.869], [-3.538, -2.501, -5.915], [-5.518, -4.132, 4.923], [-1.832, 2.150, -1.315], [-2.006, -2.688, -8.563], [11.439, 2.273, -0.723], [8.631, 0.126, 0.368], [-7.110, -1.265, 1.898], [4.014, 0.899, -1.581], [0.050, -0.257, 8.185], [-7.295, -1.180, -1.177], [-1.711, 1.087, -2.512], [-1.591, -2.336, 5.812], [9.992, 0.820, 0.437], [2.884, 1.794, -1.795], [4.564, 3.734, -2.046], [5.385, 1.429, -1.628], [-0.003, 1.163, 8.750], [-3.820, -1.924, -7.288], [-6.391, -0.420, 0.868], [12.598, 1.373, -1.099], [-0.748, -2.257, -9.314], [1.368, 1.390, -1.754], [-6.955, -1.934, -2.464], [-0.436, 4.122, 8.041], [0.757, -1.717, -1.496], [-0.473, 1.250, -3.434], [3.830, -0.614, -1.277], [-4.237, -3.347, 4.620], [-3.343, 2.346, -0.905], [-1.893, -3.420, 4.798], [-1.292, 3.133, 8.804], [0.709, -0.867, -2.844], [11.309, 3.042, -1.484], [-1.845, -3.040, 3.775], [-3.688, 3.286, -1.414], [0.843, 2.388, -1.761], [-3.020, -3.459, -5.991], [-8.127, -1.497, 1.577], [-0.645, 5.142, 8.365], [-6.596, -2.218, 2.038], [6.214, 0.700, -1.466], [-2.890, -1.835, -5.338], [3.248, -0.709, -0.329], [-1.206, 1.720, -0.482], [1.267, -1.233, -0.633], [-4.357, -0.981, -7.186], [-0.275, -2.211, -3.718], [2.368, 3.927, -2.159], [12.764, 0.606, -0.341], [-4.449, -2.590, -7.882], [3.444, -1.227, -2.128], [-6.902, 0.529, 0.696], [4.855, -1.021, -1.045], [-2.306, -1.515, 5.737], [-0.626, 4.045, 6.968], [-1.666, -2.731, 6.827], [0.626, 3.924, 8.191], [4.747, 4.824, -2.203], [-2.346, 3.367, 8.655], [2.265, -0.105, -5.018], [1.209, -2.735, -1.652], [-1.366, 3.098, -1.681], [-1.152, -4.216, 4.880], [11.617, 2.784, 0.225], [-0.711, 0.783, -4.430], [-5.388, -0.184, 1.223], [-7.161, -0.746, 2.855], [-3.994, 1.494, -1.218], [-2.229, 2.262, 2.590], [-2.622, 1.290, -3.150], [-0.593, -1.938, 5.661], [-0.320, 2.344, -3.659], [12.390, 0.854, -2.037], [-4.466, -2.654, -5.363], [13.515, 1.952, -1.210], [-0.317, -1.883, -1.175], [1.104, 0.923, -0.777], [-1.100, 3.178, 9.878], [-1.890, 0.085, -2.050], [6.752, 3.197, -1.892]]
}


4.
{
  "formula": "C33H48GeN7O2SeTi",
  "method": "wB97M-V/def2-TZVPD",
  "molar_mass_g_mol": 774.231,
  "total_charge": 3,
  "de_lowest_kj_mol": 22.9,
  "largest_force_ev_per_a": 0.16,
  "e_lumo_ev": -9.960,
  "e_homo_ev": -15.7,
  "symbols": ["Se", "Ge", "Ti", "O", "O", "N", "N", "N", "N", "N", "N", "N", "C", "C", "C", "C", "C", "C", "C", "C", "C", "C", "C", "C", "C", "C", "C", "C", "C", "C", "C", "C", "C", "C", "C", "C", "C", "C", "C", "C", "C", "C", "C", "C", "C", "H", "H", "H", "H", "H", "H", "H", "H", "H", "H", "H", "H", "H", "H", "H", "H", "H", "H", "H", "H", "H", "H", "H", "H", "H", "H", "H", "H", "H", "H", "H", "H", "H", "H", "H", "H", "H", "H", "H", "H", "H", "H", "H", "H", "H", "H", "H", "H"],
  "positions_angstrom": [[-1.191, -2.360, 0.255], [-2.432, -4.982, -1.155], [-0.655, 0.309, 0.016], [1.163, -0.312, 5.217], [0.825, 0.331, 1.027], [-0.897, 2.379, -0.622], [-1.267, -0.102, 2.009], [-2.815, 0.169, 0.011], [-0.295, -0.079, 2.953], [-1.061, 2.402, 0.701], [-0.847, 3.556, -1.123], [-0.999, 4.382, -0.099], [-2.507, -0.199, 2.320], [2.504, -0.622, -1.878], [-4.790, -0.270, 1.300], [3.214, 0.873, 2.383], [4.486, 0.761, 4.405], [1.195, -1.053, -1.759], [3.402, 0.301, 5.110], [-1.088, -3.475, -1.332], [3.387, -2.995, -1.683], [0.104, -0.254, -2.186], [1.656, 1.438, -2.877], [-2.034, -5.902, 0.513], [0.331, -3.053, 1.240], [-4.140, -4.039, -1.085], [-1.127, 3.672, 1.032], [-3.423, -0.102, 1.195], [-4.947, 0.100, -1.060], [0.485, 6.391, -0.049], [3.690, -1.505, -1.549], [-3.574, 0.266, -1.088], [0.853, 0.203, 2.383], [-2.210, -6.072, -2.740], [4.247, -1.183, -0.162], [2.173, 0.121, 4.469], [2.075, 0.388, 3.077], [-5.566, -0.171, 0.152], [0.348, 0.971, -2.851], [0.950, 6.183, 1.388], [-0.720, 1.674, -3.631], [1.481, 5.828, -1.056], [2.702, 0.662, -2.399], [4.398, 1.062, 3.033], [-0.929, 5.853, -0.282], [-2.383, -5.490, -3.645], [-0.524, 2.740, -3.716], [1.156, 5.987, -2.085], [-2.740, -6.722, 0.644], [3.498, -1.375, 0.612], [-2.831, -0.315, 3.349], [-1.273, 6.034, -1.298], [5.116, -1.804, 0.051], [-2.136, -5.244, 1.378], [-4.298, -3.461, -1.997], [4.558, -0.140, -0.084], [-2.930, -6.890, -2.719], [-0.744, 1.263, -4.643], [0.281, -2.666, 2.254], [-1.210, -6.501, -2.782], [-1.361, -2.871, -2.198], [3.716, 1.034, -2.501], [-4.190, -3.374, -0.220], [-6.638, -0.304, 0.203], [0.216, -4.135, 1.257], [2.933, -3.237, -2.645], [3.463, 0.077, 6.166], [4.461, -1.256, -2.284], [1.006, -2.055, -1.409], [1.264, -2.767, 0.761], [2.728, -3.350, -0.885], [-4.958, -4.754, -1.000], [3.121, 1.099, 1.330], [4.309, -3.567, -1.598], [1.871, 2.385, -3.358], [0.234, 6.573, 2.115], [1.639, 4.755, -0.904], [2.449, 6.311, -0.934], [5.263, 1.439, 2.506], [-1.715, 1.541, -3.207], [-1.033, -6.333, 0.499], [1.894, 6.701, 1.554], [-0.860, -0.745, -2.353], [-3.064, 0.484, -2.018], [-5.235, -0.480, 2.263], [-1.647, 6.278, 0.419], [5.427, 0.902, 4.921], [0.378, 7.464, -0.226], [1.138, 5.126, 1.605], [0.335, -0.352, 4.712], [-1.261, 4.090, 2.016], [-5.515, 0.187, -1.975], [-0.064, -3.826, -1.452]]
}